9
Properties=species:S:1:pos:R:3:forces:R:3:nbo_charge:R:1 method="wB97M-V/def2-TZVPD" multiplicity=1 lumo_energy_ev=-0.77 homo_ha=-0.36113 mol_weight_g_mol=196.30 orbital_gap_ha=0.3328
S 3.08936 -2.68906 -1.58355 -0.34 0.57 0.09 0.207
S -1.85439 2.59040 -1.12816 0.35 -0.91 1.02 0.104
C 1.76921 -1.91612 -1.30269 -0.62 -0.49 0.11 -0.342
C -1.34445 1.56563 0.00715 -1.12 -0.24 -0.09 0.029
O -0.10699 1.38600 0.50297 1.13 0.57 -0.38 -0.509
S -2.06470 0.23205 1.08073 -0.29 0.41 -0.70 0.221
S 0.34455 -1.32699 -1.01145 1.01 -0.35 -0.55 0.139
O 0.48964 -0.15519 2.06160 0.43 -0.66 0.55 -0.479
C -0.32223 0.31328 1.37340 -0.56 1.09 -0.06 0.631